Record 1
A molecular structure, C8H22AlBrN2O7P3S at a distorted geometry. Source: OMol25; level of theory: ωB97M-V/def2-TZVPD.

Positions of all 45 atoms, in Å:
C (2.246410, -3.706157, 0.384790)
P (2.215083, -2.230303, 1.495597)
O (3.728404, -1.505778, 1.199432)
Al (0.566401, -0.917735, 0.390865)
C (-1.248473, -0.984295, 1.215518)
C (-2.337827, -0.271735, 0.400471)
C (-3.061416, -1.195303, -0.581994)
N (-3.448281, -0.580432, -1.870775)
O (0.647224, -1.542278, -1.337125)
C (0.312917, -0.426683, -2.098084)
P (0.406880, -0.757944, -3.914887)
O (1.861520, -1.480730, -4.100095)
Br (-0.944881, -2.583835, -3.927271)
C (0.890755, 0.915413, -1.530905)
P (2.463270, 1.610782, -2.196276)
O (3.421401, 0.447443, -2.725886)
O (3.197897, 2.205399, -0.901438)
S (2.196822, 3.032882, -3.476720)
O (1.109786, 0.737217, -0.160993)
H (1.251445, -4.117942, 0.260605)
H (2.602442, -3.444125, -0.607970)
H (2.907924, -4.469214, 0.776110)
H (3.610334, -0.804881, 0.539569)
H (-1.167509, -0.503951, 2.185749)
H (-1.522171, -2.022084, 1.387230)
H (-3.083272, 0.095813, 1.102749)
H (-1.946587, 0.608405, -0.109012)
H (-2.479991, -2.087243, -0.786894)
H (-3.981121, -1.513700, -0.100157)
H (-2.811613, -0.872684, -2.601202)
H (-3.324774, 0.422770, -1.800188)
H (-0.770849, -0.263684, -1.994242)
H (1.809050, -2.383313, -3.742343)
H (0.149272, 1.688147, -1.709523)
H (3.790463, -0.080139, -1.998497)
H (3.236486, 1.529119, -0.202137)
O (-1.718835, 1.281690, 3.710403)
C (-1.451200, 2.459378, 3.809727)
N (-0.863429, 2.966783, 4.931864)
C (-1.738016, 3.447013, 2.704052)
H (-0.625292, 3.934008, 5.036008)
H (-0.654310, 2.327502, 5.678690)
H (-2.806501, 3.443226, 2.497999)
H (-1.205043, 3.131890, 1.808511)
H (-1.430794, 4.461285, 2.958674)

Cartesian forces, eV/Å:
C 0.4 0.4 -0.4
P -0.1 -0.2 1.0
O -0.2 0.4 -0.5
Al 0.0 -0.4 -0.7
C 0.8 0.3 -0.5
C -0.1 -0.4 0.4
C -0.2 0.4 -0.4
N 0.1 0.1 0.1
O 0.5 0.7 0.4
C -0.8 -0.7 -0.2
P 0.3 0.7 -0.3
O -0.5 -0.7 -0.1
Br 0.0 0.1 0.0
C 0.7 -0.6 0.3
P -0.5 1.3 -0.6
O 0.3 -0.3 0.4
O 0.4 -0.5 0.2
S 0.0 -0.4 -0.1
O -0.2 -0.6 0.6
H -0.3 -0.1 0.1
H 0.0 0.1 -0.2
H 0.1 -0.2 0.2
H 0.2 -0.4 0.2
H 0.0 0.0 0.3
H -0.2 -0.2 0.1
H -0.2 0.3 0.1
H 0.1 0.1 -0.2
H 0.3 -0.2 -0.1
H -0.1 -0.3 0.1
H 0.0 -0.1 0.0
H -0.1 0.1 0.0
H -0.3 0.2 -0.2
H 0.3 0.3 0.2
H -0.1 0.3 -0.2
H -0.1 -0.1 -0.4
H -0.4 0.4 0.1
O -0.1 0.0 0.1
C 0.1 0.0 -0.1
N 0.0 0.0 0.1
C 0.1 0.2 0.1
H 0.0 0.0 -0.1
H 0.0 0.0 0.0
H 0.0 -0.1 -0.1
H 0.0 -0.1 0.0
H 0.0 0.0 0.0

Summary:
LUMO energy	2.5	eV
charge	-1
HOMO energy	-4.4	eV

Atom charges from the natural (NBO) analysis, given in e for atoms 1 to 6: -0.942 0.374 -0.977 1.652 -1.027 -0.410

Record 2
A gas-phase ion, C5H13N2S (charge +1) at a distorted geometry. Source: OMol25; level of theory: ωB97M-V/def2-TZVPD.

Positions of all 21 atoms, in Å:
C (-0.032071, 1.664584, 0.772649)
C (-0.043873, 0.501707, -0.144113)
N (1.350348, 0.340143, -0.912648)
C (-1.138644, 0.654066, -1.235341)
S (-0.897947, -0.867499, -2.248447)
C (-0.957127, -1.836653, -0.721068)
C (-0.427373, -0.799706, 0.460911)
N (0.698694, -1.398764, 1.035993)
H (-1.046387, 1.904656, 1.221018)
H (0.168836, 2.645202, 0.145904)
H (0.539587, 1.593004, 1.596221)
H (1.925409, 1.260569, -0.931398)
H (0.932557, -0.052801, -1.790777)
H (1.787277, -0.435985, -0.393425)
H (-2.048512, 0.730237, -0.667078)
H (-1.059089, 1.487974, -1.880663)
H (-0.427027, -2.756347, -0.768654)
H (-2.015265, -2.093818, -0.520662)
H (-1.400473, -0.549244, 1.142381)
H (0.251664, -2.274889, 1.474730)
H (1.015376, -0.754433, 1.757585)

Cartesian forces, eV/Å:
C -2.9 3.5 -2.8
C -0.4 1.0 -2.2
N -1.0 1.5 1.7
C 1.2 -1.0 0.0
S -0.8 0.4 0.4
C -1.2 2.0 1.4
C -3.1 -1.1 -1.1
N -0.7 -2.2 2.2
H 0.8 -0.7 -0.8
H 0.1 -1.8 1.4
H 2.6 -0.2 2.6
H -1.3 -2.2 -0.2
H 0.9 0.1 -0.5
H 0.5 0.2 -0.2
H -0.8 -0.3 -0.2
H 0.2 1.1 -0.5
H 0.8 -0.5 -0.1
H 0.5 0.2 -0.1
H 2.3 -0.7 -1.2
H 2.0 1.5 -0.3
H 0.3 -0.7 0.6

Summary:
LUMO energy	-3.0	eV
charge	+1
HOMO energy	-13.3	eV
energy above the lowest of the compared OMol25 structures with the same formula, charge and spin	21.14	kcal/mol
SMILES string	C[C@]1([NH3+])CSC[C@H]1N

Atom charges from the natural (NBO) analysis, given in e for atoms 1 to 6: -0.651 0.130 -0.777 -0.528 0.268 -0.550

Record 3
2 unconnected molecules or ions with the total composition C3H10O2S2 at a distorted geometry. Source: OMol25; level of theory: ωB97M-V/def2-TZVPD.

Positions of all 17 atoms, in Å:
O (1.893571, 0.989835, -0.479407)
C (1.114945, 2.163733, -0.579877)
C (-0.274214, 2.190203, 0.058874)
C (-1.153126, 1.188458, -0.818050)
S (-1.750755, -0.396621, 0.054918)
S (-0.118162, -1.334661, 0.767104)
H (1.626457, 0.351391, 0.249485)
H (1.743731, 2.940602, -0.169270)
H (0.981836, 2.529399, -1.604657)
H (-0.460392, 1.866633, 1.062728)
H (-0.639646, 3.257889, -0.001078)
H (-2.117970, 1.538821, -1.058038)
H (-0.405798, 0.725836, -1.495062)
H (-0.574812, -2.564116, 1.090712)
O (-0.199049, -4.934643, 1.174531)
H (0.101439, -4.741032, 0.237375)
H (0.231942, -5.771732, 1.509711)

Cartesian forces, eV/Å:
O -0.6 -1.6 0.4
C 0.3 1.0 1.4
C -1.4 -0.2 -1.7
C 2.8 -1.8 2.1
S -1.9 1.1 -0.3
S 1.9 -0.4 0.6
H 0.2 1.5 -1.3
H 0.0 0.6 0.6
H 0.1 -0.9 -0.3
H 0.8 0.0 0.9
H 0.2 -1.1 -0.1
H -0.7 0.5 -1.2
H -1.3 0.8 -0.8
H -0.4 0.3 -0.3
O 0.9 -0.6 -0.9
H -0.3 -0.8 1.8
H -0.6 1.5 -1.0

Summary:
LUMO energy	0.5	eV
HOMO energy	-7.9	eV
energy above the lowest of the compared OMol25 structures with the same formula, charge and spin	34.62	kcal/mol
SMILES string	OCCCSS.O

Atom charges from the natural (NBO) analysis, given in e for atoms 1 to 6: -0.738 -0.066 -0.457 -0.472 0.019 -0.227

Record 4
2 unconnected molecules or ions with the total composition C3H12N2OS at a distorted geometry. Source: OMol25; level of theory: ωB97M-V/def2-TZVPD.

Positions of all 19 atoms, in Å:
N (-1.872331, -0.001710, 1.317680)
C (-1.501039, -0.622595, 0.142289)
N (-0.140613, -0.272825, -0.297139)
C (1.076730, -0.265612, 0.486637)
C (1.301722, -1.690591, 0.946867)
S (3.089384, -1.902629, 1.528269)
H (-1.286108, -0.406783, 2.043743)
H (-1.412801, 0.971269, 1.308839)
H (-1.604017, -1.640470, 0.187849)
H (-2.185311, -0.284762, -0.712371)
H (0.149057, -0.006982, -1.186132)
H (1.840981, 0.067723, -0.143077)
H (1.237105, 0.489091, 1.322241)
H (0.673333, -2.087021, 1.723859)
H (1.075087, -2.211267, -0.022263)
H (3.662439, -1.751257, 0.278914)
O (-1.042387, 3.809354, -3.203140)
H (-1.334871, 4.629425, -2.781864)
H (-1.726359, 3.177645, -2.941200)

Cartesian forces, eV/Å:
N 1.1 2.8 2.5
C 0.8 2.5 -4.2
N 0.5 0.7 1.2
C -1.6 0.0 2.5
C 2.0 -0.1 -1.5
S -0.7 -0.1 -1.2
H -0.4 -0.3 0.4
H -1.4 -1.5 -0.2
H -0.4 -2.7 0.5
H 0.9 -0.4 1.0
H -0.9 0.4 -1.9
H 1.3 0.0 -1.3
H -1.0 -0.7 -0.4
H -0.3 0.1 0.4
H 0.6 -0.4 1.2
H -0.5 -0.1 0.9
O -0.4 0.1 0.3
H 0.2 -0.1 -0.2
H 0.2 0.0 -0.1

Summary:
LUMO energy	0.6	eV
HOMO energy	-8.5	eV
energy above the lowest of the compared OMol25 structures with the same formula, charge and spin	41.23	kcal/mol
SMILES string	NCNCCS.O

Atom charges from the natural (NBO) analysis, given in e for atoms 1 to 6: -0.802 -0.034 -0.699 -0.240 -0.496 -0.091